C2H4N4S | the ωB97M-V functional and the def2-TZVPD basis

Positions of all 11 atoms, in Å:
N -0.19 1.80 0.17
N 0.34 0.39 -0.34
C 1.64 -0.01 -0.01
N 1.74 -1.32 0.13
N 0.39 -1.88 0.20
C -0.44 -0.79 -0.15
S -2.08 -0.65 0.08
H -0.67 1.60 1.15
H -0.99 2.19 -0.40
H 2.39 0.72 -0.13
H -2.13 -2.05 -0.70

Output
total charge	0
HOMO-LUMO gap	8.84	eV
SMILES	Nn1cnnc1S
HOMO level	-9.086	eV

---

C2H4N4S2 | the ωB97M-V functional and the def2-TZVPD basis

Positions of all 12 atoms, in Å:
N 0.22 -1.46 2.49
N -0.21 -1.66 1.18
C -0.03 -0.78 0.21
S -0.44 -1.36 -1.42
N -0.20 -0.03 -2.44
C -0.12 1.16 -2.06
N 0.14 1.61 -0.80
S 0.96 0.69 0.33
H -0.17 -2.22 3.14
H 0.00 -0.43 2.86
H -0.18 1.91 -2.91
H 0.03 2.56 -0.57

Output
total charge	0
HOMO-LUMO gap	8.23	eV
SMILES	N/N=C1/SN=CNS1
HOMO level	-7.953	eV

---

C2H4N6 | the ωB97M-V functional and the def2-TZVPD basis

Positions of all 12 atoms, in Å:
C -0.60 -0.57 -0.08
C 2.47 0.81 0.04
H -3.26 -0.13 1.05
H -3.46 0.94 -0.44
H -0.85 -1.66 0.46
H 3.33 1.43 -0.08
N -2.80 -0.13 -0.17
N -1.46 0.28 -0.28
N 0.72 -0.19 -0.12
N 1.25 0.94 -0.04
N 2.84 -0.55 -0.23
N 1.83 -1.18 -0.11

Output
total charge	0
HOMO-LUMO gap	9.64	eV
HOMO level	-9.381	eV

---

C2H4NO | the ωB97M-V functional and the def2-TZVPD basis

Positions of all 8 atoms, in Å:
C -0.87 -0.37 -0.05
C 0.33 0.56 0.05
N 1.46 0.17 0.04
O 2.56 -0.20 -0.13
H -1.47 -0.09 -1.01
H -0.64 -1.53 0.10
H -1.59 -0.24 0.76
H 0.22 1.69 0.24

Output
total charge	+1
HOMO-LUMO gap	9.49	eV
SMILES	CC=[N+]=O
HOMO level	-17.491	eV

---

C2H4NO | the ωB97M-V functional and the def2-TZVPD basis

Positions of all 8 atoms, in Å:
C -0.39 -1.98 -0.66
C -0.86 0.72 0.48
N 0.73 -2.35 -0.52
O 1.77 -2.65 -0.20
H -1.39 -1.84 -0.66
H -0.55 0.46 1.48
H -0.12 0.96 -0.16
H -2.00 0.91 0.17

Output
total charge	+1
HOMO-LUMO gap (spin up / spin down)	7.71 / 5.67	eV
HOMO level (spin up / spin down)	-15.811 / -15.054	eV

---

C2H4NO2 | the ωB97M-V functional and the def2-TZVPD basis

Positions of all 9 atoms, in Å:
O -2.36 -0.60 -0.20
N -1.20 -0.47 0.50
C -0.39 0.74 0.12
C -0.14 -0.56 -0.39
O 1.10 -1.42 0.09
H 0.44 0.92 0.81
H -0.89 1.52 -0.55
H -0.42 -0.66 -1.47
H 0.54 -2.10 0.49

Output
total charge	-1
HOMO-LUMO gap	6.45	eV
SMILES	[O-]N1C[C@H]1O
HOMO level	-1.989	eV

---

What energy relative to the best compared isomer or geometry (same formula, charge and spin) values result from the calculations? In sequence: 91.8 54.0 115.4 64.8 138.6 123.3 kcal per mole.